Formula: C11H15N
Source: OMol25
Level of theory: ωB97M-V/def2-TZVPD

Net charge: 0
Highest occupied orbital energy, Ha: -0.2903
Strongest force on any atom, eV/Å: 1.915
LUMO level, eV: 0.9
2S+1: 1
Orbital gap, eV: 8.81
DFT total energy, hartree: -482.8823
Structure (SMILES): Cc1c[nH]c2ccccc12.CC

Cartesian coordinates (Å):
C -4.27130 -1.16631 2.13733
C -2.75008 -1.08817 2.19130
H -4.62074 -0.47543 2.91191
H -4.74882 -0.80035 1.23926
H -4.68308 -2.09403 2.46116
H -2.24291 -2.01604 2.47218
H -2.26143 -0.65676 1.31391
H -2.38757 -0.43018 3.00882
C 0.41044 -2.60809 -0.49129
C 0.90211 1.06019 0.02831
C 0.80732 -0.04727 -0.82756
C 0.63920 -1.21740 0.03349
C 0.84757 -0.77752 1.29662
C 1.22745 2.53408 -1.81058
C 0.93554 2.38341 -0.48281
C 1.25876 1.40554 -2.65513
C 1.13846 0.11809 -2.19314
N 0.83631 0.62069 1.33276
H 1.36007 3.51480 -2.22450
H 0.76635 3.25167 0.16684
H 1.56208 1.49230 -3.70714
H 1.30399 -0.82046 -2.72041
H 1.14733 1.17968 2.11050
H 1.00431 -1.32716 2.22474
H 1.07565 -2.71399 -1.35744
H -0.62717 -2.65903 -0.86523
H 0.68329 -3.33135 0.24843